Record 1
144
Properties=species:S:1:pos:R:3:lowdin_spin:R:1 method="wB97M-V/def2-TZVPD" total_charge=+2 total_energy_ev=-118975.593 spin_multiplicity=6 relative_energy_kj_mol=0.00 homo_energy_ev="-12.30 / -12.52"
Ru -0.329 -0.375 0.574 3.76
C -0.207 1.896 5.420 0.01
C -1.174 0.851 5.965 0.00
C -0.424 -0.445 6.290 0.00
C -1.848 1.421 7.218 0.00
N -2.217 0.499 4.985 0.02
C -3.339 -0.185 5.365 0.01
C -4.062 -0.452 4.254 0.01
N -3.391 0.055 3.178 0.02
B -3.961 -0.052 1.746 0.00
N -3.785 1.317 1.047 0.01
C -4.566 2.335 1.517 0.01
C -4.128 3.495 0.972 0.01
N -3.073 3.205 0.153 0.02
C -2.887 1.861 0.204 0.02
S -1.858 0.945 -0.813 0.22
C -2.135 4.224 -0.365 0.00
C -2.754 5.615 -0.226 0.00
C -0.875 4.123 0.504 0.00
C -1.802 3.992 -1.837 0.01
N -3.413 -1.351 1.050 0.03
C -4.298 -2.029 0.248 0.01
C -4.027 -3.349 0.325 0.01
N -2.957 -3.521 1.169 0.01
C -2.563 -2.285 1.555 0.02
S -1.132 -1.899 2.413 0.22
C -2.675 -4.853 1.751 0.00
C -1.478 -4.855 2.696 0.01
C -2.409 -5.866 0.636 0.00
C -3.938 -5.233 2.537 0.00
C -2.256 0.626 3.639 0.02
S -1.137 1.413 2.614 0.26
H 0.463 2.206 6.217 0.00
H -0.741 2.773 5.065 0.00
H 0.389 1.499 4.606 0.00
H 0.361 -0.247 7.014 0.00
H 0.021 -0.863 5.389 0.00
H -1.096 -1.188 6.713 0.00
H -1.084 1.826 7.875 0.00
H -2.388 0.665 7.780 0.00
H -2.532 2.225 6.957 0.00
H -3.550 -0.432 6.382 0.00
H -5.007 -0.944 4.156 0.00
H -5.132 -0.215 1.847 0.00
H -5.371 2.162 2.202 0.00
H -4.512 4.481 1.108 0.00
H -2.914 5.886 0.815 0.00
H -3.690 5.681 -0.778 0.00
H -2.063 6.340 -0.650 0.00
H -1.125 4.304 1.547 0.00
H -0.141 4.861 0.194 0.00
H -0.428 3.130 0.427 0.00
H -2.705 3.889 -2.432 0.00
H -1.189 3.108 -1.965 0.00
H -1.249 4.851 -2.209 0.00
H -5.072 -1.517 -0.288 0.00
H -4.533 -4.164 -0.147 0.00
H -0.560 -4.595 2.178 0.00
H -1.361 -5.856 3.104 0.00
H -1.619 -4.174 3.529 0.01
H -1.534 -5.582 0.060 0.00
H -3.253 -5.980 -0.037 0.00
H -2.216 -6.836 1.086 0.00
H -4.162 -4.475 3.285 0.00
H -3.787 -6.180 3.045 0.00
H -4.799 -5.337 1.884 0.00
O 1.323 -0.389 -1.218 0.07
P 2.088 0.058 -2.430 0.01
C 3.016 1.626 -2.019 0.00
C 3.517 2.462 -3.210 0.00
C 3.108 3.927 -3.084 0.00
C 3.582 4.494 -1.748 0.00
C 3.140 3.626 -0.552 0.00
C 2.246 2.478 -1.012 0.00
C 0.932 0.270 -3.887 0.00
C 0.393 1.702 -4.021 0.00
C -1.083 1.730 -4.434 0.00
C -1.364 0.676 -5.496 0.00
C -1.129 -0.733 -4.932 0.00
C -0.217 -0.711 -3.705 0.00
C 3.496 -1.154 -2.688 0.00
C 3.070 -2.620 -2.637 0.00
C 2.646 -3.188 -3.986 0.00
C 3.745 -2.980 -5.018 0.00
C 4.021 -1.491 -5.172 0.00
C 4.455 -0.874 -3.846 0.00
H 3.894 1.242 -1.482 0.00
H 3.152 2.058 -4.154 0.00
H 4.607 2.421 -3.242 0.00
H 2.028 4.027 -3.182 0.00
H 3.559 4.495 -3.898 0.00
H 3.204 5.510 -1.645 0.00
H 4.669 4.559 -1.769 0.00
H 2.610 4.228 0.186 0.00
H 4.017 3.214 -0.051 0.00
H 1.341 2.889 -1.454 0.00
H 1.933 1.862 -0.162 0.00
H 1.486 -0.002 -4.788 0.00
H 0.976 2.244 -4.767 0.00
H 0.492 2.228 -3.071 0.00
H -1.321 2.724 -4.818 0.00
H -1.720 1.540 -3.569 0.00
H -0.715 0.853 -6.354 0.00
H -2.392 0.774 -5.844 0.00
H -0.682 -1.361 -5.704 0.00
H -2.081 -1.188 -4.655 0.00
H 0.178 -1.710 -3.543 0.00
H -0.776 -0.434 -2.808 0.00
H 4.045 -0.962 -1.752 0.00
H 2.269 -2.715 -1.902 0.00
H 3.913 -3.210 -2.272 0.00
H 1.742 -2.693 -4.344 0.00
H 2.424 -4.252 -3.882 0.00
H 3.447 -3.407 -5.975 0.00
H 4.652 -3.491 -4.696 0.00
H 3.123 -0.995 -5.544 0.00
H 4.807 -1.334 -5.911 0.00
H 4.600 0.198 -3.969 0.00
H 5.426 -1.296 -3.575 0.00
C 3.871 1.849 4.307 0.00
C 3.273 0.556 3.789 0.00
S 2.896 0.831 2.004 0.01
O 1.602 0.112 1.787 0.08
C 4.193 -0.288 1.302 0.00
C 3.744 -1.731 1.378 0.00
H 4.197 1.736 5.336 0.00
H 3.141 2.653 4.252 0.00
H 4.730 2.136 3.705 0.00
H 2.325 0.316 4.270 0.00
H 3.952 -0.284 3.914 0.00
H 5.108 -0.093 1.856 0.00
H 4.337 0.026 0.269 0.00
H 3.703 -2.080 2.409 0.00
H 4.426 -2.368 0.819 0.00
H 2.746 -1.823 0.940 0.00
C -1.837 -3.454 -2.226 0.00
C -0.446 -3.596 -1.642 0.00
O -0.324 -2.822 -0.442 0.04
H -1.869 -3.953 -3.188 0.00
H -2.081 -2.404 -2.360 0.00
H -2.584 -3.902 -1.582 0.00
H 0.294 -3.254 -2.370 0.00
H -0.223 -4.649 -1.412 0.00
H 0.606 -2.864 -0.176 0.00

Record 2
149
Properties=species:S:1:pos:R:3:lowdin_charge:R:1 method="wB97M-V/def2-TZVPD" total_charge=0 total_energy_ev=-113362.105 spin_multiplicity=1 homo_energy_ev=-7.65
C 3.055 -3.782 1.064 -0.06
C 2.209 -2.617 1.546 -0.26
O 1.448 -2.180 0.438 -0.17
C 0.728 -0.998 0.681 -0.20
C -0.087 -0.669 -0.580 -0.71
S -1.329 -2.010 -0.825 0.92
C 0.862 -0.661 -1.794 -0.16
C 2.177 0.134 -1.623 -0.16
C 3.451 -0.706 -1.753 -0.35
C 3.583 -1.329 -3.137 -0.06
C 4.658 0.195 -1.356 -0.17
C 5.934 0.047 -2.189 -0.19
C 7.008 1.034 -1.763 -0.09
C 6.959 1.911 -0.712 -0.34
C 5.930 3.013 -0.550 -0.07
C 8.021 1.833 0.366 -0.06
O -0.713 0.561 -0.302 -0.07
C -1.446 1.137 -1.377 -0.25
C -0.643 2.270 -2.016 -0.15
O -0.111 3.164 -1.066 -0.18
C 1.217 3.589 -1.318 -0.07
C -2.865 1.613 -0.983 -0.23
C -2.878 2.955 -0.193 -0.12
C -2.967 4.232 -1.036 -0.15
C -4.209 4.368 -1.908 -0.19
F -3.868 5.085 -3.065 -0.07
N -3.644 0.569 -0.283 -0.14
C -3.402 0.416 1.143 -0.09
C -3.281 -1.016 1.625 -0.49
O -3.836 -1.970 1.223 0.16
F -2.445 -1.085 2.683 0.09
S -5.127 0.244 -0.919 0.74
O -5.153 -1.098 -1.403 -0.22
O -5.524 1.223 -1.893 -0.27
C -6.498 0.271 0.350 -0.45
F -7.509 -0.371 -0.229 0.16
F -6.168 -0.441 1.445 0.13
C -6.967 1.658 0.853 -0.34
F -7.846 1.406 1.852 0.16
F -5.932 2.320 1.405 0.15
C -7.688 2.607 -0.156 -0.35
F -6.772 3.450 -0.668 0.14
F -8.285 1.962 -1.159 0.18
C -8.765 3.506 0.530 -0.55
F -8.286 4.100 1.616 0.20
F -9.080 4.466 -0.352 0.18
F -9.873 2.832 0.792 0.20
H 3.655 -4.216 1.863 0.07
H 3.673 -3.472 0.221 0.06
H 2.405 -4.567 0.671 0.08
H 1.537 -3.015 2.316 0.12
H 2.859 -1.843 1.968 0.12
H 0.018 -1.141 1.507 0.12
H 1.370 -0.155 0.958 0.13
H -0.547 -3.075 -0.614 -0.10
H 0.344 -0.302 -2.684 0.11
H 1.117 -1.693 -2.022 0.10
H 2.206 0.716 -0.703 0.10
H 2.232 0.857 -2.447 0.11
H 3.424 -1.521 -1.026 0.11
H 2.732 -1.962 -3.390 0.08
H 4.472 -1.958 -3.198 0.08
H 3.692 -0.558 -3.904 0.08
H 4.326 1.230 -1.459 0.09
H 4.928 0.038 -0.310 0.12
H 5.733 0.194 -3.254 0.10
H 6.371 -0.940 -2.018 0.12
H 7.932 1.000 -2.345 0.10
H 5.075 2.691 0.067 0.07
H 5.535 3.331 -1.509 0.08
H 6.375 3.839 0.001 0.07
H 7.820 0.930 0.942 0.08
H 7.954 2.681 1.050 0.07
H 9.019 1.797 -0.081 0.08
H -1.598 0.397 -2.169 0.14
H 0.169 1.852 -2.614 0.11
H -1.297 2.779 -2.738 0.14
H 1.313 4.600 -0.920 0.09
H 1.449 3.636 -2.384 0.10
H 1.922 2.958 -0.772 0.08
H -3.304 1.845 -1.951 0.13
H -3.724 2.965 0.498 0.11
H -1.974 3.028 0.412 0.12
H -2.985 5.066 -0.329 0.12
H -2.099 4.407 -1.665 0.10
H -4.631 3.419 -2.239 0.09
H -4.991 4.946 -1.419 0.11
H -4.188 0.839 1.776 0.12
H -2.489 0.921 1.443 0.14
C 6.778 -4.337 0.589 -0.11
C 6.869 -5.380 1.699 -0.27
C 7.107 -4.773 3.081 -0.23
C 8.422 -4.005 3.230 -0.23
C 9.679 -4.815 2.919 -0.27
C 9.878 -6.008 3.850 -0.11
H 7.707 -3.775 0.483 0.07
H 6.572 -4.816 -0.370 0.07
H 5.973 -3.630 0.794 0.05
H 7.652 -6.104 1.461 0.10
H 5.932 -5.945 1.728 0.10
H 7.063 -5.569 3.829 0.10
H 6.281 -4.093 3.318 0.10
H 8.487 -3.626 4.255 0.11
H 8.402 -3.120 2.586 0.10
H 10.545 -4.154 3.005 0.10
H 9.661 -5.159 1.881 0.10
H 9.940 -5.683 4.890 0.07
H 10.802 -6.535 3.609 0.07
H 9.061 -6.727 3.767 0.06
C 3.492 -1.374 5.407 -0.11
C 2.374 -1.950 6.271 -0.26
C 1.045 -2.079 5.529 -0.22
C 0.453 -0.763 5.026 -0.23
C 0.204 0.291 6.103 -0.27
C -0.809 -0.148 7.156 -0.11
H 3.262 -0.361 5.073 0.07
H 4.428 -1.334 5.964 0.07
H 3.653 -1.998 4.524 0.06
H 2.253 -1.338 7.169 0.10
H 2.672 -2.943 6.618 0.11
H 0.328 -2.586 6.181 0.10
H 1.179 -2.738 4.665 0.09
H -0.491 -0.983 4.519 0.10
H 1.111 -0.338 4.260 0.10
H -0.166 1.199 5.617 0.10
H 1.143 0.567 6.589 0.10
H -1.769 -0.390 6.695 0.07
H -0.978 0.646 7.884 0.07
H -0.465 -1.026 7.705 0.07
C -6.768 0.661 -4.557 -0.11
C -7.262 2.085 -4.791 -0.26
C -8.784 2.201 -4.837 -0.23
C -9.456 1.424 -5.971 -0.23
C -8.978 1.792 -7.374 -0.27
C -9.255 3.244 -7.750 -0.11
H -7.066 -0.011 -5.365 0.07
H -5.680 0.638 -4.495 0.07
H -7.162 0.265 -3.622 0.06
H -6.822 2.482 -5.710 0.10
H -6.893 2.719 -3.979 0.09
H -9.057 3.258 -4.908 0.10
H -9.196 1.849 -3.886 0.10
H -10.537 1.589 -5.910 0.11
H -9.308 0.352 -5.815 0.10
H -9.483 1.140 -8.092 0.10
H -7.909 1.585 -7.475 0.10
H -10.324 3.462 -7.696 0.07
H -8.924 3.449 -8.770 0.07
H -8.732 3.939 -7.091 0.06

Record 3
160
Properties=species:S:1:pos:R:3:lowdin_charge:R:1 method="wB97M-V/def2-TZVPD" total_charge=0 total_energy_ev=-104439.577 spin_multiplicity=1 relative_energy_kj_mol=514.33 homo_energy_ev=-9.26
C 2.460 -1.687 0.287 -0.07
O 1.954 -0.916 1.419 -0.21
C 1.196 0.244 1.138 -0.21
C 0.871 0.809 2.478 -0.19
O -0.311 1.646 2.504 -0.15
C -0.812 1.904 3.832 -0.15
C -2.101 2.803 3.779 -0.21
O -1.945 4.013 3.111 -0.18
C -3.156 4.699 2.781 -0.10
H 2.962 -2.609 0.580 0.08
H 3.138 -1.115 -0.347 0.08
H 1.614 -1.873 -0.373 0.08
H 0.316 -0.152 0.630 0.13
H 1.660 0.994 0.498 0.13
H 1.704 1.426 2.813 0.12
H 0.841 0.074 3.283 0.12
H -0.002 2.276 4.459 0.12
H -1.072 0.920 4.224 0.12
H -2.401 3.058 4.795 0.12
H -2.903 2.226 3.318 0.12
H -2.922 5.623 2.252 0.09
H -3.810 4.869 3.636 0.08
H -3.799 4.189 2.064 0.08
C 2.284 -5.483 -11.346 -0.12
O 2.911 -5.382 -10.114 -0.18
C 2.068 -5.225 -9.015 -0.20
C 2.649 -5.694 -7.640 -0.18
O 2.786 -7.098 -7.664 -0.15
C 4.138 -7.573 -7.934 -0.15
C 5.148 -7.382 -6.785 -0.19
O 5.480 -8.587 -6.064 -0.18
C 4.455 -8.909 -5.139 -0.12
H 1.655 -4.622 -11.576 0.09
H 1.794 -6.448 -11.481 0.09
H 3.071 -5.557 -12.096 0.09
H 1.153 -5.801 -9.152 0.13
H 1.893 -4.165 -8.830 0.12
H 1.872 -5.482 -6.906 0.12
H 3.577 -5.218 -7.323 0.12
H 4.513 -7.078 -8.829 0.11
H 4.201 -8.628 -8.201 0.13
H 4.809 -6.582 -6.127 0.11
H 6.124 -7.040 -7.131 0.12
H 4.314 -8.095 -4.428 0.09
H 4.561 -9.747 -4.450 0.08
H 3.592 -9.281 -5.690 0.09
C 6.761 2.693 5.217 -0.07
O 5.674 3.532 5.487 -0.03
C 5.404 4.604 4.644 -0.50
O 6.071 4.925 3.649 0.09
O 4.254 5.194 5.010 -0.01
C 3.675 6.246 4.265 -0.05
H 7.715 3.126 5.520 0.10
H 6.834 2.519 4.143 0.09
H 6.587 1.728 5.695 0.10
H 3.404 7.025 4.978 0.09
H 2.814 5.846 3.731 0.09
H 4.288 6.701 3.487 0.09
C -2.041 -8.008 -3.169 -0.04
O -3.389 -7.569 -3.446 -0.03
C -4.523 -8.042 -2.808 -0.57
O -4.569 -8.883 -1.936 0.11
O -5.542 -7.345 -3.280 -0.01
C -6.896 -7.704 -2.966 -0.02
H -1.899 -8.446 -2.181 0.09
H -1.390 -7.134 -3.204 0.09
H -1.741 -8.726 -3.933 0.09
H -7.177 -6.983 -2.198 0.09
H -7.013 -8.720 -2.592 0.10
H -7.537 -7.518 -3.828 0.09
C -3.919 6.167 -8.478 -0.02
O -4.715 5.503 -7.474 0.01
C -4.718 5.954 -6.226 -0.61
O -3.879 6.646 -5.724 0.13
O -5.634 5.269 -5.526 -0.01
C -5.704 5.355 -4.110 -0.05
H -3.593 7.148 -8.133 0.09
H -4.523 6.149 -9.386 0.09
H -2.967 5.685 -8.702 0.09
H -4.781 5.200 -3.552 0.09
H -6.465 4.697 -3.691 0.09
H -5.993 6.386 -3.906 0.09
C 10.610 -6.992 -2.388 -0.05
O 10.915 -8.399 -2.337 -0.05
C 10.902 -9.085 -1.111 -0.50
O 10.654 -8.508 -0.020 0.07
O 11.313 -10.329 -1.333 -0.01
C 11.567 -11.226 -0.240 -0.02
H 11.256 -6.408 -1.731 0.09
H 9.594 -6.852 -2.017 0.09
H 10.649 -6.618 -3.411 0.09
H 10.794 -11.176 0.527 0.09
H 12.487 -10.865 0.221 0.10
H 11.682 -12.252 -0.588 0.10
C -5.557 -3.046 0.949 0.00
O -5.329 -3.801 2.193 -0.01
C -6.060 -4.841 2.589 -0.63
O -7.086 -5.197 2.048 0.11
O -5.445 -5.470 3.558 0.02
C -5.681 -6.881 3.735 -0.03
H -6.053 -2.119 1.239 0.09
H -6.243 -3.589 0.299 0.09
H -4.643 -2.729 0.446 0.09
H -6.740 -7.065 3.914 0.09
H -5.234 -7.457 4.546 0.09
H -5.443 -7.508 2.876 0.10
C 0.502 5.878 -1.392 -0.07
C 1.949 5.787 -1.590 -0.30
N 3.092 5.751 -1.718 0.12
H 0.139 4.977 -0.899 0.08
H 0.063 5.802 -2.387 0.08
H 0.327 6.698 -0.695 0.09
C 2.231 4.124 -6.852 -0.07
C 2.260 2.876 -6.116 -0.30
N 2.193 1.817 -5.613 0.11
H 3.253 4.135 -7.231 0.09
H 2.088 4.977 -6.188 0.08
H 1.354 4.075 -7.497 0.09
C -10.736 8.132 6.197 -0.06
C -10.419 8.148 4.735 -0.28
N -10.162 8.164 3.626 0.12
H -11.814 8.108 6.357 0.08
H -10.447 9.133 6.517 0.07
H -10.134 7.404 6.742 0.08
C 0.136 -5.560 3.310 -0.07
C 0.217 -6.259 4.593 -0.29
N 0.281 -6.776 5.629 0.12
H -0.371 -4.610 3.477 0.08
H -0.504 -6.186 2.688 0.08
H 1.128 -5.529 2.860 0.08
C -0.038 5.199 11.006 -0.08
C 1.110 4.568 11.710 -0.27
N 2.006 4.035 12.276 0.11
H -0.734 5.662 11.707 0.08
H -0.497 4.440 10.373 0.08
H 0.439 5.925 10.348 0.08
C -3.974 11.065 7.515 -0.08
C -5.201 11.281 6.698 -0.27
N -6.106 11.476 5.989 0.11
H -4.144 11.549 8.476 0.08
H -3.057 11.479 7.095 0.08
H -3.788 9.998 7.638 0.07
C -6.156 12.408 -0.473 -0.09
C -4.721 12.244 -0.405 -0.27
N -3.532 12.128 -0.293 0.11
H -6.632 11.471 -0.760 0.08
H -6.390 13.191 -1.194 0.08
H -6.560 12.689 0.500 0.09
C -7.602 1.905 10.352 -0.08
C -7.479 2.013 11.841 -0.26
N -7.409 2.046 13.010 0.11
H -7.655 0.845 10.103 0.08
H -6.776 2.341 9.792 0.07
H -8.472 2.418 9.941 0.07
C 9.338 1.340 -1.467 -0.08
C 10.532 0.956 -2.209 -0.28
N 11.492 0.591 -2.793 0.11
H 8.841 0.521 -0.946 0.08
H 8.766 1.862 -2.233 0.08
H 9.467 2.134 -0.731 0.08